(1)
Below is 2 unconnected molecules or ions with the total composition C5H13N2O in a non-equilibrium geometry, with properties calculated with ωB97M-V/def2-TZVPD.

Multiplicity: 2
⟨S²⟩: 0.76
Lowest unoccupied orbital energy (spin up / spin down): -8.9 / -11.6 eV
Energy relative to the best compared isomer or geometry (same formula, charge and spin): 36.2 kcal per mole
Net charge: +2

Structure (XYZ):
```
21
Properties=species:S:1:pos:R:3:forces:R:3:mulliken_charge:R:1
C -1.90841 1.37209 0.09313 -0.260 -1.311 1.215 -0.635
C -1.31079 0.38619 1.13589 1.267 -0.735 -0.961 -0.720
C 0.15954 0.21391 1.01796 0.613 0.340 0.927 -0.306
C 0.90131 -0.96832 0.97748 -0.881 -0.373 -1.070 0.163
N 2.17964 -0.84908 0.60292 0.515 0.172 0.549 -0.261
C 3.04023 -1.80043 0.63176 0.116 -0.709 0.443 -0.124
N -1.89219 0.77210 -1.29561 0.614 0.137 1.108 -0.096
H -2.93434 1.30738 0.39557 -0.727 1.136 -0.082 0.373
H -1.44709 2.35094 0.14616 -0.212 0.129 -0.353 0.437
H -1.42778 0.72004 2.17469 -0.521 0.342 -0.126 0.410
H -1.79209 -0.58614 1.01999 -0.184 -0.010 0.254 0.406
H 0.80238 1.08887 1.08431 -0.187 0.280 -0.270 0.435
H 0.38822 -1.93113 0.97965 0.145 -0.100 -0.003 0.390
H 2.81622 -2.76143 1.10464 0.019 0.173 0.329 0.261
H 4.05151 -1.70147 0.24501 -0.230 0.291 -0.445 0.295
H -2.12655 1.47501 -1.99637 -0.211 -0.142 -0.190 0.399
H -2.52076 -0.03224 -1.31730 -0.248 0.191 -0.361 0.417
H -0.94679 0.41892 -1.46474 0.562 0.019 -0.664 0.170
H 1.67355 0.36558 -1.19645 -0.427 -0.026 0.232 0.331
H 1.37668 0.08142 -2.60038 -0.783 -0.161 -0.131 0.316
O 0.91751 0.07782 -1.73831 1.017 0.359 -0.401 -0.659
```
Forces are in eV/Å.



(2)
Below is 2 unconnected molecules or ions with the total composition C5H13N2O2 in a non-equilibrium geometry, with properties calculated with ωB97M-V/def2-TZVPD.

Lowest unoccupied orbital energy: -3.7 eV
Energy relative to the best compared isomer or geometry (same formula, charge and spin): 69.1 kcal per mole
Net charge: +1

Structure (XYZ):
```
22
Properties=species:S:1:pos:R:3:forces:R:3:mulliken_charge:R:1
O -0.24768 3.09060 -1.27003 -0.763 0.926 2.293 -0.493
C -0.39851 2.56556 -0.16790 1.354 -0.577 -3.188 -0.051
C -0.17196 1.06713 -0.29311 -2.589 -2.004 -0.385 0.267
C -0.96250 0.06771 0.62365 0.004 2.218 2.189 -0.908
C -0.45103 -1.31982 0.34853 -0.801 -0.275 -0.641 0.611
C 0.47934 -1.86820 1.10807 0.666 0.986 0.657 -0.991
N -0.90702 -1.85219 -0.94098 6.360 -1.123 -0.207 -0.551
N -0.66756 0.65160 -1.74500 2.214 1.295 0.618 -0.326
H -0.43828 3.03759 0.81856 -0.304 0.326 -0.134 0.367
H 0.90889 0.93567 -0.21311 -0.067 -0.424 -0.030 0.228
H -0.62454 0.42612 1.66621 -0.605 -0.945 -1.267 0.386
H -2.11897 0.26891 0.64705 2.053 -0.559 -0.536 0.282
H 1.10419 -2.66897 0.81149 -0.007 -1.165 -0.344 0.223
H 0.89102 -1.36676 2.00027 -1.068 -0.463 -0.596 0.323
H -1.80424 -2.15738 -0.89968 -3.206 -1.442 0.119 0.232
H -0.19938 -2.67699 -1.28292 -2.672 2.445 1.237 0.268
H -0.27700 -0.24315 -2.02294 0.303 -0.432 0.322 0.351
H -1.65916 0.41045 -1.69766 -0.046 0.932 -0.434 0.338
H -0.28687 1.39061 -2.38309 -1.370 -0.283 0.373 0.378
H 3.28596 0.30097 1.21497 2.776 -0.475 0.214 0.272
H 2.12501 -0.28289 2.18072 0.372 -2.059 2.828 0.312
O 2.42029 0.22344 1.49691 -2.602 3.097 -3.089 -0.517
```
Forces are in eV/Å.



(3)
Below is 2 unconnected molecules or ions with the total composition C5H13N2O2P in a non-equilibrium geometry, with properties calculated with ωB97M-V/def2-TZVPD.

Lowest unoccupied orbital energy (spin up / spin down): 0.4 / 0.4 eV
Energy relative to the best compared isomer or geometry (same formula, charge and spin): 103.3 kcal per mole
Net charge: 0

Structure (XYZ):
```
23
Properties=species:S:1:pos:R:3:forces:R:3:mulliken_charge:R:1
C -2.08041 -0.72761 0.52556 1.074 3.786 -0.908 -0.426
C -2.07664 -0.15920 -0.93330 -1.169 -3.804 -0.721 -0.522
C 0.06576 -0.28554 -0.22221 -0.879 1.662 -1.003 -0.084
C 0.36060 2.12803 0.42016 -2.888 0.572 -1.928 -1.174
C 2.58068 -1.81433 -0.04368 -2.430 1.656 -3.728 -1.178
N -0.61708 -0.73776 0.86074 0.001 0.809 -0.444 -0.165
N -0.70751 -0.24873 -1.35084 1.279 1.307 0.526 -0.126
O 2.30282 0.34289 1.12635 0.867 -1.880 0.432 -0.601
O 2.49100 0.60168 -1.43182 -1.623 -0.809 0.409 -0.784
P 1.80782 -0.11123 -0.30913 4.033 -0.463 -0.867 0.897
H -2.77853 -0.01213 1.03076 1.093 -0.997 0.574 0.273
H -2.38415 -1.68449 0.53254 -1.392 -3.244 0.407 0.353
H -2.55434 -0.87981 -1.67560 -0.415 1.083 1.241 0.293
H -2.62656 0.73556 -0.83749 0.171 1.657 -0.908 0.312
H 0.79923 3.13430 0.14403 -0.200 -1.352 -0.119 0.274
H 0.46626 2.02881 1.45892 0.120 -0.025 2.015 0.469
H -0.82440 2.24482 0.32017 2.253 -0.214 -0.017 0.161
H 2.51090 -2.41941 -0.95994 -0.284 -0.121 0.607 0.352
H 3.53940 -1.46215 -0.00175 2.743 0.422 0.652 0.358
H 2.17126 -2.16821 0.82830 -0.601 -1.365 1.924 0.364
H -0.18238 -0.32880 1.68147 -0.756 -0.405 0.409 0.338
H 1.76837 1.05568 1.37416 -1.044 2.321 0.747 0.312
H -0.39158 0.36533 -2.11589 0.046 -0.596 0.701 0.304
```
Forces are in eV/Å.